(1)
Formula: C3H10NOS
Source: the Open Molecules 2025 dataset
Level of theory: ωB97M-V/def2-TZVPD

The HOMO energy is -2.673 eV. As for the total charge: -1. Its total energy is -648.433487 Ha. Its energy relative to the best compared isomer or geometry (same formula, charge and spin) is 61.5 kcal per mole.

Last column: natural (NBO) charge in e.
CARTESIAN COORDINATES (ANGSTROEM)
C 1.049 0.628 -1.673  -0.745
S 1.865 2.043 -0.824  0.122
C 1.961 1.242 0.823  -0.726
H 1.445 -0.291 -1.183  0.198
H 1.286 0.523 -2.689  0.198
H -0.036 0.589 -1.502  0.289
H 1.020 1.266 1.334  0.241
H 2.535 0.325 0.753  0.206
H 2.525 1.945 1.437  0.201
N -1.448 -2.069 0.595  -0.972
C -2.510 -0.800 0.450  0.133
O -2.012 0.408 -0.101  -0.968
H -0.779 -1.960 -0.214  0.328
H -0.725 -2.057 1.355  0.322
H -3.323 -1.218 -0.093  0.100
H -2.852 -0.574 1.531  0.074



(2)
Formula: C2H7NO3
Source: the Open Molecules 2025 dataset
Level of theory: ωB97M-V/def2-TZVPD

The HOMO energy is -10.388 eV. Its total energy is -360.858814 Ha. Its SMILES is O=CNCO.O. Its energy relative to the best compared isomer or geometry (same formula, charge and spin) is 34.4 kcal per mole.

Last column: natural (NBO) charge in e.
CARTESIAN COORDINATES (ANGSTROEM)
O -0.255 -1.720 0.506  -0.634
C -1.146 -1.077 -0.046  0.541
N -1.045 -0.282 -1.193  -0.634
C 0.313 0.292 -1.413  0.065
O 0.355 1.610 -0.628  -0.741
H -2.062 -0.962 0.532  0.121
H -1.827 0.408 -1.114  0.402
H 0.333 0.725 -2.441  0.182
H 1.099 -0.376 -1.412  0.205
H 0.812 1.362 0.200  0.494
H 0.685 -0.554 1.929  0.504
H 1.670 0.247 2.914  0.481
O 1.068 0.326 2.166  -0.987



(3)
Formula: C38H37N5O2SSeSiW
Source: the Open Molecules 2025 dataset
Level of theory: ωB97M-V/def2-TZVPD

The HOMO energy is -13.115 eV. As for the total charge: +2. Its total energy is -5050.399462 Ha. Its energy relative to the best compared isomer or geometry (same formula, charge and spin) is 4.6 kcal per mole.

Last column: Mulliken charge in e.
CARTESIAN COORDINATES (ANGSTROEM)
W 1.203 0.659 0.494  0.894
O -1.020 3.066 2.691  -0.555
C -0.243 2.175 2.506  -0.492
N 0.913 2.240 1.696  0.263
C 1.435 3.502 1.370  0.613
C 1.206 4.707 2.038  -0.883
C 1.881 5.826 1.601  -0.788
C 2.776 5.752 0.531  -0.767
C 3.037 4.557 -0.106  -1.052
C 2.360 3.417 0.336  0.938
N 2.460 2.102 -0.162  0.904
C 3.483 1.806 -1.075  -0.276
O 4.486 2.442 -1.243  -0.582
C 3.134 0.625 -1.909  0.584
C 3.872 0.266 -3.018  -0.644
C 3.406 -0.779 -3.798  -0.793
C 2.210 -1.389 -3.447  -1.112
C 1.540 -0.977 -2.310  -0.355
N 2.017 0.003 -1.528  0.956
C -0.347 0.824 3.112  0.779
C -1.131 0.541 4.208  -0.680
C -0.997 -0.711 4.789  -0.589
C -0.075 -1.597 4.253  -0.998
C 0.632 -1.250 3.118  0.064
N 0.481 -0.054 2.530  0.112
H 0.510 4.772 2.857  0.529
H 1.712 6.773 2.094  0.443
H 3.290 6.645 0.201  0.458
H 3.756 4.511 -0.906  0.549
H 4.775 0.816 -3.244  0.623
H 3.950 -1.099 -4.676  0.506
H 1.788 -2.182 -4.047  0.595
H 0.598 -1.425 -2.027  0.580
H -1.791 1.305 4.594  0.597
H -1.577 -0.980 5.661  0.517
H 0.103 -2.561 4.707  0.517
H 1.351 -1.932 2.694  0.421
C -5.136 -2.364 -0.925  -1.538
C -4.325 -1.985 0.322  2.092
C -4.367 -0.465 0.482  -1.688
C -4.960 -2.628 1.563  -1.798
C -2.896 -2.503 0.181  -0.861
C -2.678 -3.873 -0.074  -0.505
C -1.414 -4.409 -0.151  -1.059
C -0.329 -3.548 0.008  1.128
S 1.353 -3.962 0.097  -0.410
C 1.734 -2.325 0.369  0.190
N 0.704 -1.493 0.352  0.989
C -0.512 -2.181 0.209  -1.056
C -1.805 -1.666 0.325  -0.077
C 3.036 -1.792 0.719  0.551
C 4.186 -2.555 0.888  -0.742
C 5.347 -1.927 1.310  -0.955
C 5.352 -0.560 1.558  -1.086
C 4.206 0.207 1.363  -0.327
C 3.025 -0.405 0.948  0.068
H -6.142 -1.952 -0.849  0.489
H -5.235 -3.443 -1.041  0.393
H -4.677 -1.971 -1.835  0.200
H -5.404 -0.134 0.541  0.522
H -3.910 0.048 -0.370  0.184
H -3.868 -0.130 1.394  0.293
H -5.987 -2.282 1.679  0.484
H -4.409 -2.362 2.468  0.345
H -4.983 -3.716 1.488  0.381
H -3.527 -4.531 -0.191  0.518
H -1.270 -5.468 -0.316  0.499
H -1.950 -0.623 0.550  0.290
H 4.184 -3.624 0.709  0.524
H 6.250 -2.504 1.451  0.473
H 6.262 -0.082 1.897  0.525
H 4.248 1.275 1.538  0.531
C -0.485 2.088 -3.920  -1.070
Si -1.844 1.360 -2.887  0.711
C -3.241 2.503 -2.453  -1.284
C -2.360 -0.366 -3.338  -0.529
Se -0.690 1.179 -0.790  -0.015
H -0.854 2.259 -4.936  0.439
H 0.368 1.410 -3.988  0.227
H -0.154 3.048 -3.523  0.341
H -4.172 2.136 -2.891  0.392
H -3.049 3.505 -2.838  0.376
H -3.393 2.587 -1.376  0.388
H -3.106 -0.349 -4.135  0.513
H -2.802 -0.876 -2.479  -0.206
H -1.505 -0.948 -3.688  0.275



(4)
Formula: C13H20ClFN2O7Os
Source: the Open Molecules 2025 dataset
Level of theory: ωB97M-V/def2-TZVPD

The HOMO energy is -14.204 eV. As for the total charge: +2. Its total energy is -1793.644863 Ha. Its energy relative to the best compared isomer or geometry (same formula, charge and spin) is 12.8 kcal per mole.

Last column: natural (NBO) charge in e.
CARTESIAN COORDINATES (ANGSTROEM)
Os 0.625 0.281 0.073  1.344
C 1.299 0.419 3.201  -0.251
O 0.453 -0.137 2.150  -0.533
C 0.096 -1.532 2.342  -0.106
C -1.030 -1.791 1.383  -0.092
O -0.601 -1.290 0.068  -0.515
C -0.481 -2.152 -1.107  -0.093
C -0.511 -1.163 -2.244  -0.104
O 0.497 -0.140 -2.017  -0.533
C 1.630 -0.149 -2.934  -0.252
H 0.762 0.347 4.143  0.229
H 1.473 1.460 2.951  0.219
H 2.236 -0.136 3.254  0.203
H -0.230 -1.684 3.372  0.250
H 0.969 -2.157 2.158  0.210
H -1.902 -1.197 1.644  0.241
H -1.310 -2.839 1.311  0.248
H -1.332 -2.830 -1.150  0.251
H 0.443 -2.724 -1.040  0.212
H -1.472 -0.649 -2.258  0.236
H -0.349 -1.636 -3.210  0.248
H 1.245 -0.115 -3.950  0.232
H 2.233 -1.041 -2.781  0.200
H 2.200 0.754 -2.741  0.219
F -5.074 3.318 2.287  -0.274
C -4.373 3.555 1.186  0.276
C -3.054 3.651 1.212  -0.058
N -2.322 3.912 0.043  -0.427
C -0.888 3.919 0.048  -0.339
C -0.302 2.551 0.079  0.802
O 0.937 2.300 -0.109  -0.581
O -0.964 1.467 0.278  -0.586
C -2.934 4.023 -1.200  0.790
O -2.291 4.141 -2.221  -0.613
N -4.303 3.959 -1.165  -0.628
C -5.135 3.706 -0.062  0.596
O -6.324 3.617 -0.169  -0.493
H -2.498 3.563 2.135  0.230
H -0.482 4.498 0.883  0.268
H -0.545 4.380 -0.881  0.318
H -4.771 4.070 -2.056  0.450
Cl 2.532 -1.301 0.105  0.171
C 2.658 0.449 0.216  -0.455
H 3.159 0.898 -0.634  0.247
H 3.053 0.799 1.164  0.242



(5)
Formula: C47H56CuN5P3
Source: the Open Molecules 2025 dataset
Level of theory: ωB97M-V/def2-TZVPD

The HOMO energy is -9.564 eV. As for the total charge: +1. Its total energy is -4762.812390 Ha.

Last column: Mulliken charge in e.
CARTESIAN COORDINATES (ANGSTROEM)
Cu 0.310 -0.371 0.640  0.576
N -0.898 -1.828 4.793  -0.032
C -0.460 -0.735 5.502  -1.232
C -0.082 0.181 4.569  -0.505
N -0.280 -0.319 3.305  0.858
C -0.763 -1.523 3.476  -0.284
C -1.060 -2.420 2.370  0.049
N -0.712 -2.190 1.121  1.459
C -1.153 -3.276 0.401  -0.507
C -1.766 -4.162 1.227  -1.371
N -1.700 -3.606 2.483  -0.122
H -1.208 -2.695 5.197  0.169
H -0.457 -0.716 6.576  0.467
H 0.320 1.165 4.727  0.387
H -1.004 -3.353 -0.661  0.439
H -2.236 -5.109 1.042  0.493
H -2.097 -4.003 3.317  0.180
C -1.408 2.409 -1.037  -2.323
N -1.717 1.528 -2.138  0.634
C -0.559 1.031 -2.836  -2.469
P 0.178 -0.509 -2.090  2.968
C -1.022 -1.767 -2.653  0.055
C -0.679 -2.830 -3.482  -0.947
C -1.614 -3.810 -3.789  -0.722
C -2.905 -3.729 -3.287  -1.021
C -3.258 -2.664 -2.468  -0.974
C -2.319 -1.701 -2.141  0.360
C 1.604 -0.772 -3.202  0.861
C 1.870 -0.020 -4.346  -1.002
C 3.000 -0.273 -5.111  -0.792
C 3.875 -1.288 -4.757  -0.736
C 3.617 -2.053 -3.628  -0.553
C 2.497 -1.787 -2.857  -0.952
C -3.007 1.484 -2.696  1.847
C -4.111 1.891 -1.942  -0.174
C -5.394 1.826 -2.460  -0.882
C -5.627 1.344 -3.737  -0.707
C -4.540 0.922 -4.485  -0.855
C -3.252 0.986 -3.982  -0.867
P -1.101 1.542 0.586  3.472
C -0.539 2.939 1.622  0.229
C -0.937 3.031 2.953  -0.800
C -0.425 4.017 3.781  -0.865
C 0.494 4.934 3.292  -0.705
C 0.897 4.856 1.967  -0.808
C 0.388 3.866 1.141  -0.442
C -2.812 1.271 1.148  0.293
C -3.336 -0.014 1.073  0.319
C -4.682 -0.244 1.324  -1.193
C -5.512 0.810 1.671  -0.925
C -4.992 2.095 1.776  -0.768
C -3.653 2.325 1.511  -0.730
H -2.201 3.146 -0.897  0.764
H -0.503 2.971 -1.291  0.724
H 0.228 1.797 -2.842  0.657
H -0.795 0.820 -3.873  0.652
H 0.320 -2.900 -3.897  0.309
H -1.334 -4.633 -4.433  0.460
H -3.634 -4.486 -3.540  0.445
H -4.265 -2.579 -2.082  0.531
H -2.604 -0.888 -1.487  0.004
H 1.210 0.776 -4.657  0.341
H 3.192 0.324 -5.992  0.433
H 4.751 -1.485 -5.359  0.413
H 4.291 -2.851 -3.344  0.488
H 2.311 -2.380 -1.972  0.394
H -3.991 2.236 -0.927  0.107
H -6.220 2.152 -1.842  0.429
H -6.629 1.291 -4.137  0.420
H -4.687 0.533 -5.484  0.414
H -2.455 0.623 -4.610  0.332
H -1.658 2.326 3.348  0.585
H -0.752 4.073 4.811  0.464
H 0.889 5.707 3.936  0.400
H 1.612 5.565 1.573  0.478
H 0.749 3.814 0.123  0.195
H -2.689 -0.840 0.809  -0.049
H -5.082 -1.247 1.245  0.539
H -6.561 0.635 1.863  0.428
H -5.634 2.919 2.055  0.454
H -3.262 3.333 1.581  0.420
C 2.426 -3.162 0.444  -0.993
C 3.277 -2.130 1.203  0.735
C 4.753 -2.320 0.855  -1.935
P 2.616 -0.394 1.089  -0.181
C 3.579 0.503 -0.216  1.282
C 2.788 1.722 -0.702  -1.486
C 5.013 0.933 0.090  -1.837
C 3.033 0.284 2.759  1.531
C 2.649 1.755 2.864  -1.768
C 4.432 0.037 3.323  -1.749
H 2.097 -3.962 1.108  0.333
H 3.008 -3.629 -0.351  0.540
H 1.530 -2.729 0.002  -0.240
H 3.157 -2.334 2.274  0.737
H 4.935 -2.093 -0.198  0.275
H 5.034 -3.364 1.011  0.509
H 5.421 -1.707 1.454  0.339
H 3.601 -0.224 -1.039  -0.456
H 2.787 2.510 0.054  0.289
H 1.748 1.472 -0.918  0.013
H 3.244 2.126 -1.607  0.632
H 5.042 1.674 0.889  0.328
H 5.439 1.405 -0.798  0.497
H 5.663 0.108 0.367  0.339
H 2.328 -0.276 3.388  -0.100
H 3.351 2.391 2.321  0.293
H 2.670 2.075 3.908  0.594
H 1.651 1.946 2.474  0.214
H 5.211 0.521 2.738  0.269
H 4.670 -1.023 3.395  0.427
H 4.483 0.446 4.334  0.481